A cluster of 3 separate species, C3H12N2O3 in total. Source: OMol25; level of theory: ωB97M-V/def2-TZVPD.

For the gap between HOMO and LUMO, the calculation gives 6.3877 eV. The LUMO energy is -1.74 eV. The value obtained for the HOMO energy is -8.12 eV.

Structure (XYZ):
```
20
C3H12N2O3 | OMol25 | ωB97M-V/def2-TZVPD
N -0.131 -1.811 -0.452
C 0.158 -1.151 -1.538
C 0.271 0.296 -1.491
N 0.785 0.728 -0.221
C 0.496 2.145 0.171
O -1.120 0.879 -1.689
H -0.863 -1.484 0.181
H 0.180 -2.727 -0.140
H 0.382 -1.675 -2.461
H 0.834 0.769 -2.301
H 0.270 0.178 0.478
H 0.725 2.145 1.217
H -0.580 2.267 0.089
H 1.101 2.823 -0.423
H -0.163 -0.633 2.151
H 0.632 -2.193 2.144
O -0.011 -1.660 1.675
H -1.433 0.355 -2.436
H -0.589 0.780 3.311
O -0.291 0.655 2.408
```


A cluster of 13 separate species, C51H126N2O13 in total. Source: OMol25; level of theory: ωB97M-V/def2-TZVPD.

For the gap between HOMO and LUMO (spin up / spin down), the calculation gives 8.1504 / 3.7537 eV. Its net charge is +1. The LUMO energy (spin up / spin down) is -1.74 / -6.13 eV. The value obtained for the HOMO energy (spin up / spin down) is -9.89 / -9.89 eV. As for the multiplicity: 2. The expectation value of S² is 0.754.

Structure (XYZ):
```
192
C51H126N2O13 | OMol25 | ωB97M-V/def2-TZVPD
C 0.573 3.621 -2.343
C 0.298 3.646 -3.885
C 1.431 3.699 -4.939
O -0.383 2.462 -4.165
H -0.326 3.375 -1.776
H 0.803 4.636 -2.020
H 1.418 3.028 -1.992
H -0.503 4.360 -4.077
H 1.998 2.773 -5.042
H 2.145 4.483 -4.685
H 1.115 3.819 -5.976
H -1.293 2.413 -3.863
C -1.149 -0.883 -4.765
C 0.208 -0.677 -5.487
C -0.060 0.065 -6.862
O 1.008 0.098 -4.630
H -1.621 -1.759 -5.210
H -1.779 0.005 -4.810
H -1.070 -1.185 -3.721
H 0.715 -1.628 -5.650
H 0.831 0.046 -7.491
H -0.374 1.109 -6.879
H -0.850 -0.486 -7.372
H 0.515 0.900 -4.442
C -1.161 -1.494 -0.754
C -1.093 0.009 -0.957
C -2.313 0.787 -0.452
O 0.120 0.460 -0.388
H -2.070 -1.847 -1.240
H -1.130 -1.676 0.320
H -0.376 -1.966 -1.345
H -1.078 0.199 -2.030
H -2.134 1.857 -0.354
H -2.626 0.512 0.555
H -3.213 0.682 -1.057
H 0.864 0.032 -0.819
C -5.198 3.495 -3.965
C -4.492 2.293 -3.293
C -4.331 1.074 -4.258
O -3.265 2.807 -2.783
H -6.144 3.121 -4.356
H -4.804 3.783 -4.940
H -5.386 4.272 -3.224
H -4.965 2.006 -2.354
H -3.621 1.359 -5.034
H -5.254 0.821 -4.779
H -3.927 0.261 -3.656
H -3.594 3.321 -2.041
C -5.619 -0.377 4.905
C -4.807 0.883 4.881
C -4.319 1.275 3.516
O -5.579 1.945 5.450
H -5.041 -1.209 4.504
H -6.513 -0.237 4.298
H -5.960 -0.817 5.842
H -3.956 0.685 5.533
H -5.129 1.316 2.788
H -3.632 0.531 3.113
H -3.770 2.215 3.577
H -6.305 2.136 4.852
C -1.633 -5.532 -3.990
C -2.189 -4.536 -2.956
C -3.273 -3.639 -3.536
O -2.809 -5.355 -1.982
H -1.304 -5.006 -4.886
H -2.327 -6.322 -4.275
H -0.855 -6.097 -3.478
H -1.339 -3.973 -2.572
H -3.532 -2.716 -3.018
H -4.247 -4.121 -3.626
H -2.978 -3.347 -4.544
H -2.092 -5.825 -1.551
C -0.572 2.124 4.135
C -0.599 2.084 2.624
C 0.266 3.209 2.083
O -0.083 0.828 2.195
H -1.223 1.351 4.544
H -1.034 3.046 4.489
H 0.386 1.897 4.602
H -1.588 2.294 2.216
H 0.353 3.220 0.996
H 1.233 3.059 2.562
H -0.089 4.169 2.459
H -0.093 0.679 1.247
C 3.068 -2.407 -3.150
C 3.144 -1.135 -2.383
C 3.995 -0.192 -3.184
O 1.833 -0.666 -2.161
H 2.484 -3.169 -2.634
H 4.079 -2.804 -3.235
H 2.588 -2.258 -4.117
H 3.567 -1.294 -1.391
H 3.576 -0.042 -4.179
H 4.948 -0.691 -3.360
H 4.002 0.827 -2.797
H 1.664 -0.323 -3.042
C -5.913 -0.459 0.700
C -6.653 -1.110 -0.485
C -5.787 -1.619 -1.622
O -7.594 -2.144 -0.051
H -6.554 0.058 1.413
H -5.234 0.278 0.270
H -5.291 -1.150 1.268
H -7.346 -0.413 -0.957
H -4.949 -2.142 -1.162
H -5.409 -0.740 -2.144
H -6.289 -2.312 -2.298
H -6.980 -2.812 0.263
C 2.825 -5.830 -0.684
C 1.642 -5.992 0.225
C 0.398 -5.254 -0.395
O 1.359 -7.348 0.161
H 2.548 -6.241 -1.655
H 3.760 -6.290 -0.363
H 3.066 -4.788 -0.891
H 1.811 -5.712 1.265
H 0.256 -5.344 -1.472
H 0.552 -4.186 -0.241
H -0.566 -5.558 0.013
H 2.036 -7.883 0.583
C -4.529 4.507 1.701
C -4.944 3.434 0.701
C -6.461 3.105 0.703
O -4.563 3.878 -0.520
H -4.956 4.335 2.689
H -4.895 5.477 1.367
H -3.449 4.481 1.849
H -4.395 2.498 0.801
H -7.060 4.010 0.804
H -6.725 2.434 1.520
H -6.724 2.648 -0.251
H -4.489 4.834 -0.486
C 1.354 -0.128 6.717
C 1.885 -0.896 5.470
C 3.024 -1.937 6.024
C 3.524 -3.126 5.219
C 2.259 -3.735 4.655
C 1.226 -2.874 3.956
N 0.850 -1.761 4.850
O -0.324 -1.096 4.547
C 1.753 -2.351 2.608
C -0.018 -3.753 3.685
C 2.682 0.010 4.440
H 1.133 -0.763 7.575
H 0.544 0.553 6.455
H 2.205 0.485 7.013
H 3.842 -1.397 6.501
H 2.589 -2.380 6.920
H 4.120 -3.791 5.845
H 4.228 -2.890 4.422
H 1.760 -4.306 5.438
H 2.587 -4.442 3.893
H 2.756 -1.925 2.624
H 1.704 -3.194 1.919
H 1.098 -1.531 2.311
H -0.503 -4.062 4.611
H -0.782 -3.264 3.080
H 0.254 -4.706 3.233
H 3.345 0.796 4.802
H 2.068 0.393 3.625
H 3.424 -0.598 3.923
H 0.001 -0.508 3.862
C 4.925 1.594 2.147
C 4.832 2.258 0.687
C 5.040 3.806 0.772
C 6.506 4.251 0.996
C 7.441 3.599 -0.097
C 7.295 2.019 -0.132
N 5.869 1.668 -0.172
O 5.718 0.305 -0.365
C 7.994 1.533 -1.441
C 8.041 1.411 1.059
C 3.398 1.995 -0.027
H 4.161 2.003 2.808
H 5.897 1.812 2.590
H 4.840 0.518 1.992
H 4.613 4.228 -0.138
H 4.460 4.223 1.595
H 6.827 4.064 2.021
H 6.633 5.328 0.878
H 8.442 3.920 0.189
H 7.201 4.012 -1.076
H 7.346 1.920 -2.227
H 8.950 1.999 -1.681
H 8.140 0.453 -1.435
H 9.086 1.220 0.812
H 8.015 2.066 1.929
H 7.547 0.506 1.414
H 3.077 0.954 -0.050
H 3.418 2.297 -1.074
H 2.534 2.496 0.411
H 5.512 0.298 -1.302
```


A cluster of 2 separate species, C3H9S in total. Source: OMol25; level of theory: ωB97M-V/def2-TZVPD.

For the gap between HOMO and LUMO, the calculation gives 6.2659 eV. Its net charge is -1. The LUMO energy is 3.79 eV. The value obtained for the HOMO energy is -2.48 eV.

Structure (XYZ):
```
13
C3H9S | OMol25 | ωB97M-V/def2-TZVPD
S 2.894 0.215 1.953
H 3.967 -0.081 2.724
C -1.465 0.822 -0.910
C -0.613 0.165 0.184
C 0.172 -1.016 -0.341
H -0.864 1.419 -1.601
H -2.239 1.491 -0.523
H -1.998 0.144 -1.589
H -1.261 -0.094 1.016
H 0.151 0.893 0.454
H 1.011 -1.210 0.334
H -0.363 -1.969 -0.392
H 0.609 -0.778 -1.311
```


A cluster of 2 separate species, C4H7FS2 in total. Source: OMol25; level of theory: ωB97M-V/def2-TZVPD.

For the gap between HOMO and LUMO (spin up / spin down), the calculation gives 7.8391 / 6.7967 eV. The LUMO energy (spin up / spin down) is 0.65 / -2.78 eV. The value obtained for the HOMO energy (spin up / spin down) is -7.19 / -9.58 eV. As for the multiplicity: 3. The expectation value of S² is 2.008.

Structure (XYZ):
```
14
C4H7FS2 | OMol25 | ωB97M-V/def2-TZVPD
C 0.380 -0.976 0.777
C -0.469 -1.105 -0.232
C -0.738 0.120 -1.090
C -2.770 0.628 0.694
F -3.979 1.031 1.038
S 1.495 2.587 -0.052
S -2.464 0.530 -1.007
H 0.659 -1.600 1.566
H 0.925 -0.116 0.941
H -0.927 -2.067 -0.206
H -0.475 0.015 -2.076
H -0.023 1.014 -0.886
H -1.838 0.798 1.174
H 2.538 1.815 0.413
```


What energy relative to the best compared isomer or geometry (same formula, charge and spin) values result from the calculations? In sequence: 5.6562, 0.0000, 0.1603, 0.4154 eV.
What total energy values result from the calculations? In sequence: -456.5623, -3105.9284, -517.9081, -1052.6560 Ha.